# 1
{
  "formula": "C31H29F5IrN3O2STe",
  "method": "ωB97M-V/def2-TZVPD",
  "s2": 8.7991,
  "total_charge": 3,
  "gap_ev": [8.28, 4.72],
  "multiplicity": 6,
  "species": ["Ir", "C", "C", "C", "C", "C", "C", "N", "C", "C", "C", "C", "C", "N", "C", "C", "C", "C", "C", "C", "N", "H", "H", "H", "H", "H", "H", "H", "H", "H", "H", "H", "H", "H", "H", "H", "F", "Te", "F", "F", "F", "F", "O", "O", "S", "C", "C", "C", "C", "C", "C", "C", "C", "C", "C", "C", "C", "C", "C", "H", "H", "H", "H", "H", "H", "H", "H", "H", "H", "H", "H", "H", "H"],
  "positions_angstrom": [[-0.4184, -0.2391, -0.6550], [1.5526, 1.7436, -2.5982], [2.2791, 0.7190, -1.7924], [3.6534, 0.5472, -1.9486], [4.3459, -0.3535, -1.1681], [3.6654, -1.0464, -0.1729], [2.3161, -0.8371, -0.0267], [1.6164, -0.0091, -0.8660], [1.5416, -1.3243, 1.1281], [2.0376, -1.9606, 2.2507], [1.1973, -2.1107, 3.3463], [-0.0758, -1.5591, 3.3336], [-0.5214, -0.9318, 2.1807], [0.2664, -0.9150, 1.0981], [-1.7401, -0.1050, 2.0481], [-2.7004, -0.0038, 3.0279], [-3.7249, 0.9248, 2.8557], [-3.7379, 1.7120, 1.7270], [-2.7471, 1.5582, 0.7521], [-2.7571, 2.4013, -0.4800], [-1.7806, 0.6537, 0.9273], [2.2459, 2.2553, -3.2600], [1.1096, 2.4907, -1.9353], [0.7475, 1.3102, -3.1858], [4.1658, 1.1457, -2.6885], [5.4111, -0.4902, -1.2998], [4.1924, -1.7092, 0.4974], [3.0633, -2.2949, 2.2983], [1.5629, -2.5984, 4.2400], [-0.6853, -1.5754, 4.2250], [-2.6472, -0.6056, 3.9237], [-4.4872, 1.0431, 3.6143], [-4.5024, 2.4629, 1.5813], [-3.0794, 3.4131, -0.2388], [-3.4709, 2.0022, -1.2031], [-1.7773, 2.4473, -0.9502], [-3.1114, 1.5617, -3.7028], [-2.5258, -0.1945, -3.3922], [-2.0754, -1.3497, -0.7365], [-1.8577, -2.0796, -3.4270], [-4.1192, -0.4149, -2.2650], [-1.7458, -0.1315, -5.1411], [-1.0769, 0.4321, -2.4573], [0.3008, -3.0515, -1.0194], [-0.0863, -4.4659, -1.2270], [-1.8695, -4.5194, -1.6514], [-2.7471, -4.1370, -0.5100], [-2.6271, -4.7140, 0.7580], [-3.5625, -4.4134, 1.7137], [-4.6403, -3.5015, 1.4328], [-4.7538, -2.8952, 0.1956], [-3.8173, -3.1950, -0.7681], [0.5763, -5.0116, -2.8756], [0.2208, -4.1549, -4.0228], [0.8931, -2.9086, -4.2036], [0.6111, -2.1356, -5.2851], [-0.3704, -2.5699, -6.2160], [-1.0412, -3.8116, -6.0512], [-0.7559, -4.5844, -4.9683], [-2.0585, -5.5721, -1.9010], [-2.0549, -3.8828, -2.5114], [-1.8397, -5.4263, 0.9687], [-3.5177, -4.8782, 2.6904], [-5.3663, -3.3017, 2.2111], [-5.5570, -2.2042, -0.0178], [-3.8766, -2.7405, -1.7470], [0.2490, -6.0461, -2.9914], [1.6520, -4.9971, -2.6871], [1.6315, -2.6054, -3.4726], [1.1131, -1.1931, -5.4532], [-0.6065, -1.9470, -7.0694], [-1.7611, -4.1287, -6.7934], [-1.2384, -5.5444, -4.8334]],
  "forces_ev_per_angstrom": [[-0.220, 0.223, 0.223], [-0.009, 0.022, 0.035], [0.024, 0.002, -0.032], [-0.018, -0.009, -0.021], [-0.011, -0.002, 0.005], [0.008, 0.008, -0.003], [0.001, -0.022, 0.002], [-0.005, -0.044, -0.023], [0.001, -0.005, 0.010], [0.002, 0.002, -0.003], [-0.006, 0.001, 0.006], [0.012, -0.009, 0.002], [-0.007, 0.014, -0.008], [-0.075, -0.010, -0.026], [0.000, -0.006, 0.016], [0.004, -0.016, -0.010], [-0.006, 0.010, -0.003], [-0.014, -0.006, -0.001], [0.009, 0.004, 0.008], [0.004, 0.001, 0.001], [0.069, 0.049, -0.015], [0.002, 0.006, 0.007], [-0.027, -0.013, -0.010], [0.022, -0.011, -0.014], [0.003, -0.002, 0.002], [-0.001, 0.000, 0.000], [0.000, -0.001, 0.001], [0.002, 0.000, -0.004], [0.001, -0.001, 0.001], [-0.004, 0.002, 0.000], [0.000, 0.000, 0.005], [0.000, -0.001, 0.004], [-0.002, -0.001, 0.000], [0.007, 0.003, 0.004], [-0.008, 0.003, -0.004], [-0.004, -0.009, -0.007], [-0.018, 0.035, 0.016], [-0.141, 0.167, -0.591], [0.257, -0.058, 0.111], [-0.177, 0.002, 0.157], [0.259, -0.076, 0.207], [0.204, 0.012, 0.101], [-0.154, -0.264, -0.032], [0.050, -0.054, -0.153], [-0.002, 0.094, 0.139], [-0.073, -0.018, -0.031], [0.030, -0.018, 0.066], [0.017, -0.018, -0.114], [-0.030, 0.018, 0.025], [-0.015, 0.064, -0.082], [-0.046, -0.034, 0.156], [0.033, 0.005, -0.059], [0.026, -0.071, -0.067], [0.042, 0.022, 0.019], [0.009, 0.012, -0.004], [0.013, -0.011, 0.004], [0.009, -0.009, 0.002], [-0.006, 0.013, 0.001], [-0.023, 0.000, -0.010], [0.028, 0.010, -0.002], [0.006, 0.030, -0.033], [0.003, -0.003, 0.001], [0.002, -0.005, 0.000], [-0.002, -0.009, -0.003], [0.000, -0.002, -0.008], [-0.021, -0.030, 0.020], [-0.007, 0.006, -0.003], [0.000, 0.002, 0.007], [-0.009, 0.003, 0.000], [-0.005, -0.001, 0.001], [-0.006, 0.016, 0.004], [-0.001, -0.008, 0.003], [-0.005, -0.001, 0.002]]
}

***

# 2
{
  "formula": "C6H26Cl6O7",
  "method": "ωB97M-V/def2-TZVPD",
  "smiles": "ClCCCl.ClCCCl.ClCCCl.O.O.O.O.O.O.O",
  "gap_ev": 9.99,
  "multiplicity": 1,
  "species": ["Cl", "C", "C", "Cl", "H", "H", "H", "H", "Cl", "C", "C", "Cl", "H", "H", "H", "H", "Cl", "C", "C", "Cl", "H", "H", "H", "H", "O", "H", "H", "O", "H", "H", "O", "H", "H", "O", "H", "H", "O", "H", "H", "O", "H", "H", "O", "H", "H"],
  "positions_angstrom": [[-0.5680, 0.9438, 1.7378], [-0.6172, 0.8250, -0.0222], [-1.0674, -0.5759, -0.3923], [0.1494, -1.8497, -0.2243], [0.3731, 1.0676, -0.4076], [-1.2583, 1.6114, -0.4207], [-1.4871, -0.6877, -1.3921], [-1.9427, -0.8779, 0.1828], [3.5515, -0.3956, -0.1803], [3.6822, -2.2039, -0.0427], [5.0640, -2.6744, 0.3878], [5.4741, -2.0568, 1.9669], [3.4302, -2.6326, -1.0127], [2.9029, -2.5634, 0.6292], [5.8155, -2.3136, -0.3145], [5.0708, -3.7620, 0.4596], [0.6651, 3.9792, -1.0279], [0.3046, 5.7804, -0.6507], [-0.2783, 6.5432, -1.8661], [0.8485, 6.5129, -3.2154], [1.2376, 6.2508, -0.3403], [-0.3577, 5.8203, 0.2141], [-0.4579, 7.6159, -1.7928], [-1.2207, 6.1686, -2.2657], [0.6069, -4.4090, 1.3871], [-0.1070, -4.2583, 0.7676], [1.0122, -5.2246, 1.0925], [-2.0281, -2.4650, 2.4366], [-1.2616, -1.9136, 2.2795], [-1.6751, -3.3519, 2.5077], [-2.8620, 3.6008, 1.9402], [-3.0108, 2.9828, 1.2246], [-2.0307, 3.3253, 2.3265], [-2.0555, -1.0140, 4.4783], [-1.4061, -0.3487, 4.2506], [-2.0347, -1.6301, 3.7461], [-1.0095, -1.8926, -3.8113], [-0.7155, -2.6810, -3.3550], [-1.9588, -1.9948, -3.8795], [-3.9246, 0.7751, 0.3866], [-4.2288, 0.4856, -0.4735], [-4.3230, 1.6374, 0.5044], [1.1074, -3.7242, -2.7819], [1.7766, -4.3355, -3.0898], [0.8145, -4.0895, -1.9470]],
  "forces_ev_per_angstrom": [[0.147, 0.274, 0.551], [0.394, -0.352, -0.708], [-1.545, -0.012, -0.583], [0.239, 0.123, 0.203], [0.082, -0.306, 0.143], [-0.349, -0.347, 0.176], [0.693, 0.512, -0.423], [0.315, 0.137, 0.608], [0.127, -0.882, 0.050], [-0.210, -0.025, -0.152], [-0.557, 0.300, -0.666], [0.300, 0.248, 0.872], [0.167, 0.248, -0.183], [0.122, 0.322, 0.264], [-0.016, -0.199, 0.035], [0.025, 0.049, -0.209], [-0.445, 1.741, 0.310], [-0.217, 0.096, -0.496], [-0.219, -0.369, -0.147], [0.684, -0.228, -0.735], [0.104, -0.329, -0.250], [-0.182, -0.304, -0.240], [0.145, -0.097, 1.183], [0.098, -0.519, 0.394], [0.116, 0.018, 0.165], [-0.253, 0.197, -0.208], [0.131, -0.320, 0.086], [-0.296, -0.527, -0.873], [0.521, 0.162, -0.510], [0.179, -0.361, 0.094], [-0.290, 0.429, -0.044], [0.201, -0.200, -0.082], [0.230, -0.209, 0.107], [0.077, 0.851, 1.188], [0.085, 0.250, 0.128], [-0.475, -0.380, 0.019], [-0.185, 0.343, 0.008], [0.478, -0.293, 0.074], [-0.257, 0.013, -0.132], [0.339, -0.037, 0.064], [-0.144, -0.096, -0.253], [-0.346, 0.134, 0.134], [-0.111, 0.100, -0.028], [0.156, -0.151, -0.252], [-0.059, -0.003, 0.320]]
}

***

# 3
{
  "formula": "C2H5NO3S",
  "method": "ωB97M-V/def2-TZVPD",
  "smiles": "[H]/N=C\\OS(C)(=O)=O",
  "gap_ev": 11.35,
  "multiplicity": 1,
  "species": ["H", "N", "C", "O", "S", "C", "O", "O", "H", "H", "H", "H"],
  "positions_angstrom": [[-2.5484, -1.1285, -0.2592], [-3.0557, -0.2851, 0.0118], [-2.1877, 0.5581, 0.3067], [-0.8525, 0.4778, 0.5689], [-0.1176, -0.8115, -0.1404], [1.5505, -0.2495, 0.0160], [-0.3269, -1.9254, 0.7401], [-0.6127, -0.7898, -1.5015], [-2.3211, 1.6702, 0.3486], [2.0779, -0.2924, -0.9145], [1.5321, 0.8035, 0.4820], [2.1419, -0.9154, 0.7439]],
  "forces_ev_per_angstrom": [[-0.701, -0.658, 0.456], [0.831, 0.003, -0.646], [-1.095, 3.146, 0.226], [1.453, -1.343, -0.528], [-0.635, 0.126, 0.065], [1.218, 0.634, 2.413], [0.155, 0.157, -0.758], [1.065, -0.464, 1.093], [-0.940, -1.049, 0.384], [-0.050, 0.242, -0.681], [0.004, -1.622, -1.021], [-1.305, 0.826, -1.004]]
}